A 12-piece molecular cluster, C29H82O19 overall at a distorted geometry. Source: the OMol25 dataset; level of theory: wB97M-V/def2-TZVPD.

Geometry as ORCA input:
```
! wB97M-V def2-TZVPD RIJCOSX def2/J DEFGRID3
* xyz 0 1
C 3.23715 2.82759 -0.51731
C 3.37596 2.93139 -2.03033
O 2.30492 2.34470 -2.72594
O 3.03519 1.47440 -0.11685
H 2.36263 3.39485 -0.18835
H 4.13700 3.18468 -0.00755
H 4.31979 2.45071 -2.31219
H 3.49999 3.97968 -2.30133
H 2.39860 1.36062 -2.67450
H 2.56394 1.49292 0.73948
C -1.43057 2.99519 3.11607
C -2.67345 3.46228 2.36506
O -3.85217 2.95039 2.94844
O -1.18492 1.59461 2.89751
H -1.56122 3.18694 4.18285
H -0.52848 3.57278 2.87579
H -2.67311 3.28250 1.29200
H -2.71856 4.53340 2.59655
H -3.94497 2.01504 2.68554
H -1.46086 1.34395 1.99687
C -4.28886 -0.47660 2.79058
C -3.86060 -0.04956 4.18151
O -2.45955 -0.23169 4.28737
O -3.69760 0.34006 1.80431
H -5.38278 -0.55813 2.71167
H -3.98137 -1.52022 2.65862
H -4.29480 -0.76364 4.88528
H -4.14290 0.95595 4.49999
H -1.97016 0.46689 3.81858
H -3.89079 0.07668 0.89520
C -1.23129 -0.04314 -0.44818
C 0.20793 -0.44689 -0.14511
O 0.61562 -1.65680 -0.76474
O -1.46746 1.25843 0.08741
H -1.94720 -0.75307 -0.01957
H -1.46576 -0.04836 -1.51718
H 0.43287 -0.46807 0.92424
H 0.82983 0.37632 -0.51569
H 0.55028 -2.38041 -0.11550
H -1.08857 1.88241 -0.56577
C 4.76922 -0.62900 -2.34492
C 3.43498 -1.10677 -2.91411
O 2.36132 -0.29997 -2.46600
O 4.83093 -0.59759 -0.94123
H 5.08021 0.33026 -2.77403
H 5.47321 -1.35152 -2.77346
H 3.22582 -2.11591 -2.54362
H 3.51177 -1.14478 -4.00433
H 1.81888 -0.69326 -1.76414
H 4.16469 0.05255 -0.63803
C -5.67761 0.37512 -1.06506
C -4.92893 1.57694 -1.64346
O -4.38769 2.40294 -0.62207
O -4.80621 -0.70769 -0.70418
H -6.42059 0.10996 -1.83158
H -6.29934 0.63182 -0.20343
H -5.62382 2.20888 -2.20113
H -4.16959 1.28840 -2.37944
H -3.55985 2.04238 -0.27784
H -5.28389 -1.51126 -0.92706
C 3.90580 -1.75201 2.01093
C 5.34821 -1.87363 2.41734
O 5.54922 -1.28477 3.69819
O 3.08161 -2.54418 2.85793
H 3.77228 -2.10263 0.97998
H 3.54816 -0.71604 2.03598
H 5.97955 -1.34196 1.70892
H 5.60254 -2.93973 2.40285
H 5.02531 -1.78683 4.33265
H 2.21941 -2.68789 2.45703
C 2.14991 0.67040 4.54269
C 2.17414 1.84143 3.59029
C 3.57283 2.41948 3.42943
O 1.68844 1.46898 2.28170
H 2.08986 0.96286 5.59467
H 2.99808 -0.01245 4.45965
H 1.25207 0.06517 4.39552
H 1.51282 2.62299 3.97680
H 3.50631 3.35792 2.87256
H 4.20638 1.77929 2.81228
H 4.01183 2.56570 4.41371
H 0.74042 1.29403 2.43233
C -1.80377 -4.56968 2.19200
C -1.09097 -3.28275 1.79827
C -1.02749 -2.32615 2.94082
O 0.23620 -3.51231 1.28998
H -1.99714 -5.18251 1.30939
H -2.76059 -4.30575 2.64437
H -1.22705 -5.13299 2.92483
H -1.60199 -2.77371 0.96864
H -0.76270 -2.76574 3.90735
H -1.97368 -1.81541 3.12858
H -0.29836 -1.52872 2.77350
H 0.30113 -4.38650 0.84329
C -0.96241 -7.32805 -1.35119
C 0.04196 -6.18238 -1.35594
C -0.55933 -4.85308 -1.81609
O 0.59750 -5.91103 -0.06529
H -1.75328 -6.96635 -0.69127
H -0.52676 -8.24143 -0.94323
H -1.28602 -7.54597 -2.36579
H 0.85137 -6.33544 -2.08207
H -0.95338 -4.87191 -2.83213
H 0.24303 -4.11947 -1.78767
H -1.37581 -4.52859 -1.16474
H 1.09027 -6.68160 0.23886
C 0.09284 1.12509 -4.77779
C -0.62100 0.85489 -6.11208
C -0.09961 -0.40571 -6.75759
O -2.02265 0.76327 -5.85554
H 1.17184 0.96905 -4.77934
H -0.27995 0.43636 -4.01089
H -0.13976 2.10591 -4.35297
H -0.38907 1.69066 -6.79041
H 0.95273 -0.37985 -7.02435
H -0.74040 -0.64828 -7.60632
H -0.20937 -1.19778 -6.00638
H -2.28500 1.67399 -5.67940
C -1.59454 4.89489 -0.91841
C -0.57920 4.42892 -1.94788
C 0.60084 5.39718 -1.99893
O -0.11381 3.11953 -1.58132
H -1.92893 5.90970 -1.12288
H -1.18323 4.86825 0.09128
H -2.44601 4.21099 -0.94073
H -0.95338 4.33065 -2.97017
H 1.23061 5.29283 -1.11330
H 0.24905 6.42816 -2.06432
H 1.25754 5.23047 -2.85642
H 0.50733 2.84193 -2.28741
*
```

The calculation puts the molar mass at 734.96 g mol⁻¹. The lowest unoccupied orbital energy comes out at 0.217 eV. The SMILES is CC(C)O.CC(C)O.CC(C)O.CC(C)O.CC(C)O.OCCO.OCCO.OCCO.OCCO.OCCO.OCCO.OCCO. The value obtained for the total energy is -70304.0375 eV. Its gap between HOMO and LUMO is 9.80 eV. Its strongest force on any atom is 0.0318 Eh/bohr.

Mulliken population analysis, charges in e, atoms 1 to 99: atom 1 (C): 0.041, atom 2 (C): -0.956, atom 3 (O): -0.422, atom 4 (O): 0.351, atom 5 (H): 0.020, atom 6 (H): 0.447, atom 7 (H): 0.213, atom 8 (H): 0.523, atom 9 (H): 0.176, atom 10 (H): -0.128, atom 11 (C): -0.437, atom 12 (C): -0.203, atom 13 (O): -0.671, atom 14 (O): -0.156, atom 15 (H): 0.373, atom 16 (H): 0.236, atom 17 (H): -0.128, atom 18 (H): 0.495, atom 19 (H): 0.288, atom 20 (H): -0.030, atom 21 (C): -0.258, atom 22 (C): -0.786, atom 23 (O): -0.617, atom 24 (O): 0.223, atom 25 (H): 0.410, atom 26 (H): 0.225, atom 27 (H): 0.393, atom 28 (H): 0.396, atom 29 (H): 0.388, atom 30 (H): -0.299, atom 31 (C): -0.380, atom 32 (C): 3.306, atom 33 (O): -0.619, atom 34 (O): 1.719, atom 35 (H): -0.432, atom 36 (H): 0.223, atom 37 (H): -0.973, atom 38 (H): -1.728, atom 39 (H): 0.329, atom 40 (H): -0.646, atom 41 (C): -0.556, atom 42 (C): -0.494, atom 43 (O): 0.397, atom 44 (O): -0.541, atom 45 (H): 0.204, atom 46 (H): 0.480, atom 47 (H): 0.264, atom 48 (H): 0.365, atom 49 (H): -0.272, atom 50 (H): 0.298, atom 51 (C): -0.526, atom 52 (C): -0.386, atom 53 (O): -0.575, atom 54 (O): -0.427, atom 55 (H): 0.525, atom 56 (H): 0.214, atom 57 (H): 0.454, atom 58 (H): 0.167, atom 59 (H): 0.035, atom 60 (H): 0.263, atom 61 (C): 0.906, atom 62 (C): -0.852, atom 63 (O): -0.590, atom 64 (O): -0.705, atom 65 (H): 0.270, atom 66 (H): -0.408, atom 67 (H): 0.307, atom 68 (H): 0.377, atom 69 (H): 0.348, atom 70 (H): 0.204, atom 71 (C): -1.208, atom 72 (C): 0.999, atom 73 (C): -1.469, atom 74 (O): -0.238, atom 75 (H): 0.444, atom 76 (H): 0.139, atom 77 (H): 0.181, atom 78 (H): 0.271, atom 79 (H): 0.359, atom 80 (H): 0.181, atom 81 (H): 0.461, atom 82 (H): -0.643, atom 83 (C): -1.551, atom 84 (C): 1.589, atom 85 (C): -0.217, atom 86 (O): -0.275, atom 87 (H): 0.290, atom 88 (H): 0.451, atom 89 (H): 0.353, atom 90 (H): -0.469, atom 91 (H): 0.592, atom 92 (H): -0.263, atom 93 (H): -0.579, atom 94 (H): -0.052, atom 95 (C): -1.261, atom 96 (C): 0.436, atom 97 (C): -0.835, atom 98 (O): -0.417, atom 99 (H): 0.269

---

A 8-piece molecular cluster, C29H84F3N7O10S overall at a distorted geometry. Source: the OMol25 dataset; level of theory: wB97M-V/def2-TZVPD.

Geometry as ORCA input:
```
! wB97M-V def2-TZVPD RIJCOSX def2/J DEFGRID3
* xyz 6 1
C -8.78628 1.53024 1.84934
C -7.57159 2.50158 1.97287
C -6.12839 2.02964 1.71525
O -5.87243 2.10854 0.23505
C -4.45031 1.91490 0.08591
N -7.98017 3.70759 1.01780
H -8.97669 3.86840 0.98329
H -7.70656 4.63073 1.32283
H -7.68735 3.57189 0.06075
H -8.96960 1.07284 0.87709
H -9.63715 2.11190 2.20401
H -8.66369 0.70593 2.55190
H -7.65353 2.83374 3.00778
H -5.99879 0.99103 2.01954
H -5.35400 2.65133 2.16460
H -4.19392 1.65907 -0.94216
H -3.94979 1.19378 0.73208
H -3.84301 2.81945 0.05320
C 0.61543 -0.98363 -6.47240
C -0.79570 -1.46855 -6.00688
C -0.90061 -1.27116 -4.49340
O -2.19570 -1.31605 -4.06517
C -2.25439 -1.12915 -2.67960
N -1.97789 -0.78127 -6.75303
H -1.87548 0.21726 -6.64097
H -2.10884 -0.98917 -7.73269
H -2.83745 -0.90409 -6.23711
H 1.07182 -1.78987 -7.04668
H 1.24488 -0.53833 -5.70195
H 0.46150 -0.22025 -7.23506
H -1.01051 -2.53119 -6.11973
H -0.51450 -0.27922 -4.25870
H -0.25481 -1.98506 -3.98214
H -1.81249 -0.13899 -2.56821
H -1.71977 -1.86290 -2.07637
H -3.27954 -1.10447 -2.31005
C -0.64759 3.22412 -2.57724
C 0.55631 3.07849 -3.52997
C 1.03073 4.48836 -4.09277
O 2.37939 4.31280 -4.43337
C 2.52270 3.64684 -5.72431
N 1.70913 2.47422 -2.78811
H 1.86159 2.83663 -1.85778
H 1.81514 1.47756 -2.66343
H 2.53809 2.86898 -3.20892
H -0.68019 4.11396 -1.94858
H -0.69604 2.43981 -1.82184
H -1.53620 3.27100 -3.20673
H 0.36108 2.31494 -4.28295
H 0.99130 5.24722 -3.31132
H 0.47095 4.73191 -4.99578
H 3.56911 3.34176 -5.73210
H 2.45384 4.23582 -6.63889
H 1.97287 2.72590 -5.91835
C 4.72037 0.28853 -0.38185
C 4.72827 -1.20163 -0.43393
C 6.02734 -1.75788 -1.02552
O 6.26454 -3.13175 -0.68750
C 5.71858 -4.03983 -1.66248
N 4.61820 -1.74903 0.94989
H 4.63182 -2.75655 1.01918
H 5.42800 -1.41365 1.45174
H 3.73853 -1.38972 1.29220
H 3.99868 0.71774 0.31316
H 4.37254 0.73473 -1.31353
H 5.72206 0.67608 -0.19608
H 3.89522 -1.66148 -0.96560
H 6.72011 -1.11714 -0.47997
H 6.16269 -1.50748 -2.07769
H 4.67266 -4.04296 -1.96932
H 5.89325 -5.04968 -1.29127
H 6.18613 -3.96594 -2.64434
C -1.31522 4.00314 1.98756
C -0.73810 5.38551 2.39889
C -0.09010 6.11189 1.23980
O 0.19833 7.43126 1.52601
C 0.30298 8.30017 0.40707
N -1.90464 6.20935 3.01035
H -2.51518 5.68638 3.62177
H -1.59052 7.05334 3.46762
H -2.48440 6.59965 2.28121
H -1.43625 3.34366 2.84694
H -0.57197 3.58684 1.30757
H -2.25739 3.97915 1.43999
H -0.02995 5.42409 3.22662
H -0.68029 5.99225 0.33125
H 0.84758 5.60757 1.00633
H -0.53008 9.00267 0.43210
H 0.18937 7.71410 -0.50491
H 1.25216 8.82744 0.31154
C 0.97543 -1.23250 5.82406
C 1.08565 -2.39419 6.83022
C 0.20581 -3.65163 6.49657
O 0.39383 -4.28671 5.25495
C -0.26432 -5.54518 5.08649
N 2.57153 -2.68816 6.74242
H 2.71436 -3.01256 5.79665
H 3.01487 -1.78131 6.77657
H 2.97120 -3.30987 7.43078
H 0.84328 -1.58619 4.80155
H 1.72683 -0.44498 5.76654
H 0.07789 -0.63576 5.98663
H 0.91597 -2.07683 7.85910
H -0.83519 -3.35680 6.62884
H 0.39101 -4.34061 7.32065
H -0.55560 -5.66880 4.04343
H -1.18197 -5.51431 5.67392
H 0.18172 -6.48468 5.41283
C 0.63964 -4.22177 1.76024
C 1.34391 -4.76894 0.45955
C 1.49021 -6.34124 0.43271
O 2.01663 -6.91521 -0.86158
C 2.55337 -8.15748 -0.64824
N 0.67060 -4.26670 -0.86915
H 1.30253 -4.62517 -1.57077
H -0.27118 -4.60807 -0.99800
H 0.67305 -3.26037 -0.95521
H 0.62515 -3.13187 1.76135
H 1.22695 -4.44705 2.65041
H -0.33848 -4.68214 1.89970
H 2.31996 -4.28391 0.44712
H 0.54021 -6.86192 0.55310
H 2.21736 -6.48422 1.23202
H 3.07165 -8.56691 -1.51534
H 1.87341 -8.98949 -0.46518
H 3.30635 -7.97760 0.11907
C -0.07473 0.44324 1.44591
F 0.69236 1.53681 1.60849
F 0.07724 -0.25688 2.54817
F -1.28323 0.75944 1.20993
S 0.58976 -0.70651 -0.02600
O -0.33465 -1.77648 -0.21691
O 0.65143 0.21828 -1.16774
O 1.93747 -1.16504 0.40137
*
```

The calculation puts the molar mass at 780.09 g mol⁻¹. The lowest unoccupied orbital energy comes out at -11.556 eV. The value obtained for the total energy is -81262.3714 eV. Its gap between HOMO and LUMO is 8.98 eV. Its strongest force on any atom is 0.0869 Eh/bohr.

Mulliken population analysis, charges in e, atoms 1 to 99: atom 1 (C): -1.398, atom 2 (C): 0.147, atom 3 (C): -0.531, atom 4 (O): -0.437, atom 5 (C): -0.746, atom 6 (N): -0.320, atom 7 (H): 0.375, atom 8 (H): 0.326, atom 9 (H): 0.344, atom 10 (H): 0.385, atom 11 (H): 0.450, atom 12 (H): 0.395, atom 13 (H): 0.282, atom 14 (H): 0.397, atom 15 (H): 0.391, atom 16 (H): 0.376, atom 17 (H): 0.387, atom 18 (H): 0.189, atom 19 (C): -1.262, atom 20 (C): 0.167, atom 21 (C): 0.063, atom 22 (O): -0.482, atom 23 (C): -0.111, atom 24 (N): -0.269, atom 25 (H): 0.321, atom 26 (H): 0.355, atom 27 (H): 0.362, atom 28 (H): 0.374, atom 29 (H): 0.291, atom 30 (H): 0.392, atom 31 (H): 0.472, atom 32 (H): -0.326, atom 33 (H): 0.319, atom 34 (H): -0.044, atom 35 (H): 0.059, atom 36 (H): 0.350, atom 37 (C): -1.435, atom 38 (C): 0.585, atom 39 (C): -0.564, atom 40 (O): -0.498, atom 41 (C): -0.751, atom 42 (N): -0.005, atom 43 (H): 0.262, atom 44 (H): 0.153, atom 45 (H): 0.547, atom 46 (H): 0.222, atom 47 (H): 0.230, atom 48 (H): 0.476, atom 49 (H): 0.022, atom 50 (H): 0.325, atom 51 (H): 0.421, atom 52 (H): 0.340, atom 53 (H): 0.384, atom 54 (H): 0.250, atom 55 (C): -1.486, atom 56 (C): 0.395, atom 57 (C): -0.781, atom 58 (O): -0.350, atom 59 (C): -0.740, atom 60 (N): -0.059, atom 61 (H): 0.352, atom 62 (H): 0.393, atom 63 (H): 0.220, atom 64 (H): 0.410, atom 65 (H): 0.294, atom 66 (H): 0.424, atom 67 (H): 0.178, atom 68 (H): 0.467, atom 69 (H): 0.419, atom 70 (H): 0.209, atom 71 (H): 0.325, atom 72 (H): 0.398, atom 73 (C): -1.151, atom 74 (C): 0.300, atom 75 (C): -0.956, atom 76 (O): -0.384, atom 77 (C): -0.557, atom 78 (N): -0.313, atom 79 (H): 0.333, atom 80 (H): 0.368, atom 81 (H): 0.342, atom 82 (H): 0.483, atom 83 (H): 0.032, atom 84 (H): 0.402, atom 85 (H): 0.309, atom 86 (H): 0.547, atom 87 (H): 0.421, atom 88 (H): 0.282, atom 89 (H): 0.185, atom 90 (H): 0.303, atom 91 (C): -1.532, atom 92 (C): 0.284, atom 93 (C): -0.874, atom 94 (O): -0.276, atom 95 (C): -0.748, atom 96 (N): -0.268, atom 97 (H): 0.268, atom 98 (H): 0.350, atom 99 (H): 0.358

---

> Which value of lowest unoccupied orbital energy does entry 2 give?

-11.556 eV